[1]
The following is a DFT calculation (ωB97M-V with the def2-TZVPD basis set) of a 5-piece molecular cluster, C2H13NO4 overall.

Results
LUMO energy   0.0144 Eh
Relative energy (zero: lowest compared OMol25 entry of this formula, charge and spin)   184.97 kJ/mol
Structure (SMILES)   C=NC.O.O.O.O

XYZ file:
```
20
C2H13NO4 (ωB97M-V with the def2-TZVPD basis set)
C -0.598 1.013 -1.630
N -1.424 0.075 -1.492
C -0.961 -1.269 -1.739
H 0.486 0.943 -1.752
H -1.026 2.009 -1.602
H -1.575 -1.927 -1.124
H -1.200 -1.600 -2.754
H 0.111 -1.437 -1.626
O -1.012 1.434 2.823
H -0.889 1.215 3.750
H -1.272 2.358 2.747
O 1.527 -1.760 0.611
H 0.984 -2.146 -0.077
H 2.231 -1.166 0.341
O -1.684 -1.912 1.957
H -1.726 -1.011 2.301
H -1.135 -2.459 2.526
O 3.381 2.382 -1.180
H 2.849 2.943 -1.747
H 2.930 2.314 -0.335
```

From a Löwdin analysis of the wavefunction, the atomic charges in e read:
1 C -0.08
2 N -0.07
3 C -0.16
4 H 0.07
5 H 0.06
6 H 0.07
7 H 0.08
8 H 0.05
9 O -0.05
10 H 0.04
11 H 0.04
12 O -0.06
13 H 0.00
14 H 0.03
15 O -0.06
16 H 0.01
17 H 0.03
18 O -0.06
19 H 0.03
20 H 0.03

[2]
The following is a DFT calculation (ωB97M-V with the def2-TZVPD basis set) of a 5-piece molecular cluster, C2H13NO4 overall.

Results
LUMO energy   0.0115 Eh
Relative energy (zero: lowest compared OMol25 entry of this formula, charge and spin)   120.56 kJ/mol
Structure (SMILES)   C=CN.O.O.O.O

XYZ file:
```
20
C2H13NO4 (ωB97M-V with the def2-TZVPD basis set)
C 0.268 2.082 -0.957
C 1.097 1.208 -1.537
N 2.472 1.206 -1.439
H 0.597 2.845 -0.270
H -0.753 2.007 -1.306
H 0.714 0.462 -2.202
H 2.950 1.992 -1.039
H 2.940 0.479 -1.940
O -3.321 -0.718 -0.614
H -2.802 -0.261 0.053
H -3.695 -1.525 -0.257
O -0.497 0.447 3.408
H -0.090 1.308 3.499
H -0.347 0.089 2.517
O -0.404 -0.417 0.774
H -0.567 -1.372 0.823
H -0.552 -0.087 -0.115
O 0.505 -2.992 0.425
H 0.386 -3.061 -0.529
H 1.099 -3.692 0.706
```

From a Löwdin analysis of the wavefunction, the atomic charges in e read:
1 C -0.04
2 C -0.32
3 N 0.05
4 H 0.05
5 H 0.05
6 H 0.10
7 H 0.09
8 H 0.08
9 O -0.06
10 H 0.01
11 H 0.03
12 O -0.08
13 H 0.02
14 H -0.02
15 O -0.07
16 H 0.03
17 H 0.01
18 O -0.04
19 H 0.05
20 H 0.05

[3]
The following is a DFT calculation (ωB97M-V with the def2-TZVPD basis set) of a 7-piece molecular cluster, C2H13O12S overall.

Results
Charge   -3
LUMO energy   0.2045 Eh
Relative energy (zero: lowest compared OMol25 entry of this formula, charge and spin)   29.52 kJ/mol

XYZ file:
```
28
C2H13O12S (ωB97M-V with the def2-TZVPD basis set)
S 3.806 -2.979 -3.595
O 3.743 -4.319 -2.911
O 3.381 -1.892 -2.673
O 5.186 -2.775 -4.058
O 2.848 -2.941 -4.741
O -0.777 0.002 0.034
C 0.576 -0.245 -0.077
O 1.046 -0.762 -1.094
O 1.311 0.027 0.945
H -1.114 -0.436 -0.772
C -2.141 2.836 -0.070
O -3.194 3.652 -0.642
H -1.422 3.482 0.444
H -2.628 2.228 0.693
H -1.550 2.281 -0.791
H -3.404 4.222 0.101
O -1.290 -1.063 3.334
H -1.821 -1.850 3.182
H -0.901 -0.858 2.463
O -1.421 -0.686 -2.818
H -1.902 -1.513 -2.702
H -2.101 -0.001 -2.803
O 0.279 2.067 2.666
H -0.666 2.167 2.526
H 0.570 1.450 1.953
O 1.389 -0.764 4.140
H 1.505 -0.034 3.517
H 0.691 -1.296 3.749
```

From a Löwdin analysis of the wavefunction, the atomic charges in e read:
1 S 0.11
2 O -0.55
3 O -0.48
4 O -0.53
5 O -0.54
6 O -0.01
7 C -0.80
8 O 0.04
9 O -0.10
10 H 0.06
11 C -0.14
12 O -0.16
13 H 0.07
14 H 0.07
15 H 0.08
16 H 0.05
17 O -0.07
18 H 0.03
19 H 0.03
20 O -0.03
21 H 0.04
22 H 0.03
23 O -0.10
24 H 0.00
25 H -0.01
26 O -0.10
27 H 0.01
28 H -0.01

[4]
The following is a DFT calculation (ωB97M-V with the def2-TZVPD basis set) of a 5-piece molecular cluster, C2H13O4S overall.

Results
Charge   -1
LUMO energy   0.1198 Eh
Relative energy (zero: lowest compared OMol25 entry of this formula, charge and spin)   90.72 kJ/mol

XYZ file:
```
20
C2H13O4S (ωB97M-V with the def2-TZVPD basis set)
C -1.251 -2.256 1.883
C -2.584 -1.923 1.269
S -2.460 -1.369 -0.446
H -0.709 -3.008 1.210
H -0.598 -1.417 1.983
H -1.429 -2.691 2.902
H -3.330 -2.654 1.271
H -3.040 -1.080 1.892
H -0.342 -0.809 -0.975
H 0.840 -0.843 -1.941
O 0.524 -0.450 -1.182
H 5.043 2.303 -1.211
H 3.867 3.182 -0.963
O 4.806 3.251 -1.095
H -1.849 1.137 -1.716
H -1.099 2.232 -1.135
O -1.791 2.101 -1.751
H 1.709 1.814 0.629
H 1.521 0.857 -0.428
O 2.172 1.624 -0.196
```

From a Löwdin analysis of the wavefunction, the atomic charges in e read:
1 C -0.25
2 C -0.82
3 S 0.27
4 H 0.08
5 H 0.03
6 H 0.06
7 H -0.01
8 H 0.05
9 H -0.12
10 H 0.00
11 O -0.08
12 H 0.05
13 H -0.01
14 O -0.08
15 H -0.03
16 H -0.01
17 O -0.08
18 H 0.02
19 H 0.03
20 O -0.12